# C33H64F4N11O8S4

7 unconnected molecules or ions with the total composition C33H64F4N11O8S4 at a distorted geometry (ωB97M-V/def2-TZVPD, OMol25).

HOMO: -0.525 Eh
Total energy: -122211.6942 eV
Total charge: +3
Relative energy (zero: lowest compared OMol25 entry of this formula, charge and spin): 0.00 kJ/mol

Geometry (Å):
C -8.352079 4.546382 -2.670588
C -7.546509 3.748912 -1.664948
C -6.095619 3.403572 -1.978808
C -5.314059 2.632782 -0.891998
N -3.964909 2.067152 -1.281528
C -3.249029 1.485552 -0.093098
C -3.669209 -0.026928 0.129202
C -4.488189 -0.329858 -1.123408
C -4.146489 0.764762 -2.128208
C -3.090959 3.107302 -1.919368
H -9.368499 4.837262 -2.405288
H -8.451409 3.904802 -3.546148
H -7.815529 5.379992 -3.123698
H -8.159959 2.894962 -1.377628
H -7.425359 4.414932 -0.810648
H -5.579489 4.337092 -2.202988
H -6.162539 2.830482 -2.903578
H -5.908149 1.747572 -0.664948
H -5.124729 3.225622 0.002872
H -2.166479 1.404112 -0.190858
H -3.426169 2.119692 0.775562
H -2.781219 -0.652068 0.222892
H -4.280839 -0.066088 1.030572
H -4.236339 -1.324438 -1.491478
H -5.520929 -0.540028 -0.845238
H -3.187379 0.639362 -2.630698
H -4.916299 0.994292 -2.864968
H -2.084389 2.709752 -2.049298
H -3.096909 4.007402 -1.304638
H -3.489789 3.253572 -2.923178
C -1.104609 -2.686138 -4.499768
C -0.183969 -2.555578 -5.710848
N 0.924441 -1.704598 -5.412498
C 0.998211 -0.365078 -5.607788
C 2.210841 0.042462 -5.175418
N 2.842481 -1.017138 -4.454508
C 2.035711 -2.119228 -4.773148
C 4.173071 -0.956838 -3.848628
H -1.781619 -3.530348 -4.630398
H -1.673529 -1.759698 -4.421368
H -0.632129 -2.899038 -3.540848
H -0.776119 -2.119498 -6.515388
H 0.344901 -3.474258 -5.964658
H 0.121771 0.125392 -6.004898
H 2.634671 1.035722 -5.160678
H 2.252161 -3.134158 -4.474048
H 4.936061 -0.749908 -4.599048
H 4.352161 -1.889908 -3.314398
H 4.130331 -0.276548 -2.998048
C 1.679721 0.708442 6.349122
C 0.325811 1.041342 5.700202
N 0.389321 2.353912 5.030402
C 1.247361 3.381332 5.302992
C 1.058321 4.329172 4.321982
N 0.060791 3.962832 3.463792
C -0.335929 2.716212 3.921382
C -0.467299 4.717792 2.358642
H 1.685651 0.852062 7.429602
H 2.622701 1.153422 6.031492
H 2.007051 -0.324898 6.234412
H -0.539379 1.036742 6.363172
H 0.090441 0.289352 4.947062
H 1.962301 3.442422 6.110172
H 1.460651 5.292182 4.044232
H -1.023329 2.019362 3.465012
H -1.213839 4.134172 1.819982
H 0.270541 5.076792 1.641142
H -0.927779 5.631562 2.734272
C 3.741731 -3.272358 3.530702
C 3.376351 -2.230978 2.474642
N 4.209631 -2.255108 1.268732
C 3.964171 -2.997598 0.165702
C 4.988131 -2.639538 -0.722578
N 5.826581 -1.666178 -0.188918
C 5.283841 -1.384608 1.051772
C 7.089131 -1.147368 -0.670388
H 4.770191 -3.255018 3.891332
H 3.852211 -4.254228 3.070432
H 3.054841 -3.328148 4.375192
H 3.333911 -1.226648 2.896092
H 2.377051 -2.385558 2.067702
H 3.101301 -3.625478 -0.000468
H 5.336511 -3.040358 -1.662988
H 5.767201 -0.821768 1.836612
H 7.039251 -0.491888 -1.539838
H 7.747151 -1.940788 -1.024798
H 7.620781 -0.619218 0.121132
C -0.141799 -2.695128 5.453712
C -1.512699 -2.753568 4.757682
N -1.506279 -3.536938 3.518392
C -1.896409 -4.865138 3.476642
C -1.649749 -5.347118 2.171812
N -1.277699 -4.297938 1.396702
C -1.182989 -3.179278 2.233902
C -0.928569 -4.230338 0.003272
H 0.577511 -2.179188 4.817712
H 0.252051 -3.709648 5.514892
H -0.143039 -2.229068 6.439052
H -1.730649 -1.741038 4.418012
H -2.321389 -2.944048 5.463262
H -2.096139 -5.396578 4.395372
H -1.685089 -6.350308 1.773382
H -0.850089 -2.222618 1.859232
H -0.052069 -3.599968 -0.146708
H -1.835329 -3.871518 -0.483698
H -0.735649 -5.249368 -0.332058
N -0.147099 -0.789378 0.210172
S 0.165961 -0.380608 -1.418898
O 1.169221 -1.190648 -2.046748
O -0.062299 1.028172 -1.876398
F -1.260339 -1.051848 -1.847828
S 0.717061 0.314122 0.726232
O 0.062821 1.575222 1.028742
O 2.149231 0.340432 0.518622
F 0.778391 -0.235068 2.251142
N 4.144441 2.455082 -4.124408
S 5.690101 2.509122 -3.432408
O 6.105701 1.545242 -2.455658
O 6.437861 3.742422 -3.526738
F 6.348051 1.762502 -4.714478
S 3.568841 2.868322 -2.783948
O 3.925611 4.158322 -2.239658
O 3.311791 1.802692 -1.826988
F 2.072221 3.229822 -3.347938

Forces on the atoms, in the same order (eV/Å):
0.75 -0.69 -2.03
-0.16 1.11 2.00
0.34 -0.12 -1.10
-0.84 -0.35 -0.28
0.73 -1.33 -0.05
0.39 -1.11 1.48
-0.51 1.85 -0.02
0.26 -1.23 0.11
-0.59 1.26 0.02
-0.26 -0.70 -0.75
0.34 -0.04 0.51
-0.40 -0.21 -0.23
0.04 0.40 0.57
0.31 -0.22 0.21
-0.52 -0.19 0.65
0.05 0.03 -0.14
0.58 -0.25 -0.21
-0.02 0.10 0.53
-0.26 0.05 -0.04
-0.03 0.85 -0.81
-0.16 -0.03 -0.06
-0.09 0.19 0.04
0.07 -0.38 -0.04
0.46 0.16 -0.47
-0.33 1.01 -0.37
-0.03 -0.30 0.13
0.07 -0.21 -0.03
-0.02 0.00 0.31
-0.05 -0.08 -0.19
-0.05 0.53 0.16
-0.37 -0.39 -0.05
-0.20 -0.86 0.73
2.14 0.00 1.29
0.02 0.14 -0.31
0.78 0.36 2.09
-3.16 -1.01 -3.73
1.13 2.02 1.06
-0.39 -0.55 0.80
-0.25 0.18 -0.34
-0.13 -0.12 0.24
0.50 0.28 -0.20
0.44 -0.34 -0.31
-0.91 -0.36 -0.44
0.49 0.34 -0.25
0.06 -0.07 0.04
-0.10 0.09 -0.07
-0.07 0.17 0.28
0.01 -0.38 -0.65
0.11 0.76 -0.50
0.56 -0.79 1.12
0.69 -0.10 -0.40
-1.04 1.16 -2.12
0.41 1.40 -0.94
-0.03 0.93 -0.20
-0.13 -4.14 2.27
0.87 0.51 0.22
-0.71 0.84 -0.68
-0.28 0.17 0.01
-0.58 0.91 -0.66
-0.81 -0.40 -0.11
0.39 0.13 0.44
0.13 0.21 -0.30
-0.24 -0.31 -0.05
0.64 -0.05 0.89
-0.02 0.39 -0.19
0.17 -0.05 0.17
0.42 -0.57 0.21
-0.21 -0.15 0.19
0.92 -0.94 -0.70
-0.58 0.03 0.31
1.88 2.74 0.52
2.34 1.06 -1.90
0.40 -0.27 -0.18
-3.10 -0.59 3.20
-0.41 -2.67 -1.22
1.32 0.22 -0.84
0.03 1.10 0.34
-0.90 -0.29 -0.21
0.00 0.16 -0.20
0.34 0.06 -0.23
-0.18 -0.17 0.33
0.26 -0.01 0.27
-0.62 -0.20 -0.04
-0.23 0.24 -0.20
-0.79 0.30 0.22
-0.23 -0.42 0.40
-0.32 -0.05 0.03
0.19 -0.87 -0.82
0.66 2.39 0.02
-0.68 -1.41 -2.10
1.53 -0.68 -1.62
-0.79 0.25 1.82
0.69 2.87 3.82
-0.22 -1.75 0.12
-0.56 -0.63 -0.52
-0.05 0.27 -0.05
-0.01 -0.08 0.47
-0.31 -0.11 -0.11
-0.11 0.17 0.01
-0.04 -0.95 -0.49
-0.22 -0.05 -0.22
-0.26 0.07 0.13
-0.08 0.09 0.25
-0.28 0.04 -0.05
0.42 0.19 -0.54
0.09 0.13 -0.11
-0.48 -1.07 -4.56
-3.09 0.77 -3.62
-0.72 0.55 0.90
0.99 -3.89 1.98
0.67 0.01 -0.15
4.41 5.39 7.66
0.02 -0.71 -1.26
-1.55 -0.32 -1.49
-0.58 -0.96 1.06
3.51 -0.39 0.59
6.59 -0.14 -5.36
-1.45 0.07 1.12
-2.04 -0.89 0.91
-0.61 -0.21 -0.23
-7.29 2.56 4.06
0.53 -1.32 -0.23
0.24 0.50 -0.90
0.37 -0.66 0.12

Atomic partial charges in e from the Löwdin method, atoms 1 to 8: -0.0964, -0.2670, -0.1856, -0.0931, -0.2545, -0.1043, -0.1216, -0.1550